No. 1
C26H32N7PtS | ωB97M-V with the def2-TZVPD basis set

Geometry as XYZ:
```
67
Properties=species:S:1:pos:R:3:forces:R:3
Pt 0.439 -0.017 0.353 -2.322 1.234 -0.523
C -0.719 -3.735 1.855 0.147 0.171 0.311
C 0.598 -3.317 1.188 -0.205 -0.111 -0.262
C 0.540 -3.181 -0.332 0.908 -0.510 0.577
N 0.068 -1.902 -0.787 0.509 1.353 1.408
C -0.753 -1.770 -1.796 -0.395 0.268 -0.735
C -1.602 -2.815 -2.258 0.033 0.280 0.433
C -2.216 -2.997 -3.473 0.290 0.186 -0.339
C -2.011 -2.284 -4.651 0.072 0.211 -0.210
C -1.295 -1.099 -4.797 -0.636 -0.838 -0.091
C -0.817 -0.262 -3.819 0.403 0.331 1.085
C -0.779 -0.420 -2.402 -0.305 -1.094 -1.113
N -0.609 0.573 -1.574 0.460 -0.390 2.701
C -0.550 1.930 -2.047 0.207 0.591 0.311
C -0.905 2.983 -0.995 0.291 -0.054 0.006
C 0.066 3.053 0.194 -0.164 0.263 -0.523
N -0.199 1.975 1.097 1.580 -1.708 -0.412
C -1.051 2.017 2.081 -0.188 -0.178 0.667
C -1.743 3.199 2.463 0.073 -0.132 -0.367
C -2.379 3.509 3.640 0.152 -0.200 0.159
C -2.496 2.754 4.802 0.001 -0.381 0.286
C -2.185 1.411 4.964 -0.463 0.901 0.004
C -1.794 0.504 4.004 0.660 -0.377 -1.032
C -1.371 0.701 2.667 0.036 1.323 1.138
N -1.259 -0.299 1.817 1.685 0.053 -2.331
C -1.993 -1.516 2.033 0.253 -1.041 -0.316
C -1.289 -2.666 2.784 -0.240 0.007 -0.249
H -0.542 -4.631 2.451 -0.060 -0.062 -0.088
H -1.471 -3.992 1.104 -0.044 -0.082 -0.017
H 1.365 -4.053 1.425 0.084 0.074 -0.008
H 0.929 -2.359 1.596 0.138 -0.222 0.044
H -0.012 -4.020 -0.768 0.071 0.229 0.034
H 1.573 -3.241 -0.698 -0.057 -0.184 -0.047
H -1.810 -3.579 -1.517 0.047 0.047 0.001
H -2.863 -3.862 -3.549 0.018 -0.033 0.027
H -2.443 -2.707 -5.547 -0.022 0.016 -0.059
H -1.165 -0.749 -5.814 -0.016 0.040 -0.026
H -0.379 0.658 -4.178 0.015 0.059 0.022
H -1.248 2.069 -2.881 0.147 -0.224 0.089
H 0.469 2.124 -2.410 -0.034 0.138 -0.179
H -1.912 2.788 -0.622 -0.051 0.086 0.008
H -0.909 3.952 -1.495 -0.062 0.013 -0.067
H -0.028 4.027 0.689 0.145 -0.232 -0.014
H 1.098 2.941 -0.157 -0.050 0.186 0.051
H -1.740 3.992 1.727 -0.024 -0.051 -0.035
H -2.797 4.505 3.690 -0.007 0.087 -0.034
H -2.915 3.257 5.661 -0.001 0.045 0.073
H -2.348 1.000 5.953 -0.017 -0.021 -0.002
H -1.743 -0.524 4.332 0.007 -0.053 0.002
H -2.289 -1.875 1.042 -0.119 -0.034 0.093
H -2.911 -1.251 2.576 0.195 0.156 -0.267
H -2.032 -3.136 3.432 0.022 0.051 0.100
H -0.490 -2.274 3.416 -0.016 0.024 0.109
S 3.333 -1.428 3.849 0.154 -0.001 0.076
C 2.524 -0.664 2.716 -0.094 -0.672 0.459
N 1.916 -0.083 1.894 -1.797 0.455 -1.655
C 5.473 0.684 -2.428 0.535 -0.316 -0.004
N 4.199 1.338 -2.210 0.257 0.127 -0.252
C 4.130 2.753 -2.516 -0.043 0.584 -0.072
C 3.250 0.789 -1.522 -0.832 -0.458 0.350
N 2.347 0.312 -0.979 -1.108 0.222 0.596
H 5.784 0.834 -3.465 -0.096 -0.028 0.102
H 5.385 -0.383 -2.237 -0.006 0.025 -0.002
H 6.240 1.103 -1.770 -0.058 -0.041 -0.020
H 4.469 2.919 -3.541 -0.059 -0.055 0.100
H 4.764 3.330 -1.836 -0.038 -0.046 -0.044
H 3.103 3.103 -2.422 0.037 -0.008 -0.024
```
Forces are in eV/Å.

Results
* electronic energy: -1910.347414 hartree
* net charge: +1
* orbital gap (spin up / spin down): 5.184 / 5.179 eV
* max |F|: 0.05595 Eh/bohr
* energy relative to the best compared isomer or geometry (same formula, charge and spin): 307.0 kJ/mol

Mulliken atomic charge list, values in e, 8 entries: Pt 3.23; C -1.18; C 0.48; C -1.16; N -0.30; C 0.93; C -0.35; C -0.79

No. 2
CH3O5S | ωB97M-V with the def2-TZVPD basis set

Geometry as XYZ:
```
10
Properties=species:S:1:pos:R:3:forces:R:3
C 0.356 0.595 -0.077 -3.617 0.075 2.388
O -1.617 -1.034 -0.832 0.016 -2.193 -0.114
O -2.231 1.191 -0.419 -0.669 0.787 0.496
O -1.752 -0.217 1.544 0.016 -0.601 -0.030
O 2.457 -0.805 0.234 6.573 1.854 1.907
O 0.853 -0.549 0.241 -4.411 -1.368 1.813
S -1.567 0.019 0.131 0.979 3.410 -1.026
H 0.415 0.831 -1.076 0.895 1.215 -2.406
H 0.537 1.379 0.686 -0.307 -0.221 -0.332
H 2.549 -1.410 -0.431 0.525 -2.958 -2.695
```
Forces are in eV/Å.

Results
* electronic energy: -814.110538 hartree
* net charge: -1
* ⟨S²⟩: 2.01
* orbital gap (spin up / spin down): 7.265 / 6.640 eV
* multiplicity: 3
* max |F|: 0.13790 Eh/bohr

Mulliken atomic charge list, values in e, 8 entries: C -0.38; O -0.63; O -0.67; O -0.62; O -0.51; O -0.18; S 1.12; H 0.31

No. 3
C17H38BrN5O9P2 | ωB97M-V with the def2-TZVPD basis set

Geometry as XYZ:
```
72
Properties=species:S:1:pos:R:3:forces:R:3
C -3.346 -2.204 -2.336 0.232 0.110 0.990
C -3.616 -3.617 -1.839 -0.650 0.650 -0.649
O -2.685 -4.607 -2.286 -0.193 0.525 0.469
C -1.570 -4.785 -1.524 1.682 -1.041 0.671
P -0.065 -3.697 -1.994 -0.171 0.199 -0.953
O -0.466 -2.181 -1.612 0.659 -0.226 -0.119
Br 1.362 -4.285 -0.340 -0.249 0.137 -0.017
O -1.048 -6.046 -2.013 0.121 -0.108 -0.730
C -0.887 -6.974 -1.066 0.431 -0.900 0.333
O -0.625 -8.125 -1.249 -0.081 0.989 0.142
O -1.048 -6.400 0.162 0.313 -0.201 -0.172
C -1.784 -5.215 -0.052 -1.684 0.010 0.365
P -1.787 -4.012 1.339 0.241 1.080 0.191
N -1.987 -2.516 0.909 0.082 -0.718 -0.343
H -4.260 -1.734 -2.650 -0.317 0.049 -0.502
H -2.983 -1.623 -1.498 0.282 0.219 0.167
H -2.589 -2.143 -3.099 -0.053 -0.129 -0.480
H -4.570 -3.930 -2.231 -0.211 -0.426 -0.250
H -3.733 -3.583 -0.763 0.304 -0.315 0.352
H -0.175 -1.908 -0.735 -0.520 0.151 0.395
H -2.824 -5.568 -0.062 -0.324 0.317 0.066
H -0.590 -4.227 2.052 -0.151 -0.470 -0.085
H -2.834 -4.432 2.180 0.284 -0.521 -0.004
H -2.830 -2.158 1.331 -0.023 0.472 0.077
C 0.504 2.445 3.270 -0.356 0.010 0.432
N -0.583 1.527 3.564 0.138 -0.051 -0.228
C -0.970 0.427 2.862 -0.107 -0.094 0.028
C -0.186 0.092 1.614 -0.003 -0.094 -0.099
O -1.915 -0.244 3.247 0.002 0.003 -0.015
H 1.208 2.448 4.104 0.171 0.070 -0.143
H 0.100 3.452 3.145 0.141 0.046 -0.082
H 1.031 2.158 2.368 0.002 -0.063 -0.007
H -1.142 1.695 4.384 -0.012 0.019 0.023
H -0.611 -0.806 1.162 -0.070 0.160 0.249
H -0.250 0.911 0.895 0.133 0.016 0.003
H 0.860 -0.095 1.864 0.025 0.123 -0.062
C 5.305 3.301 7.497 0.198 0.131 -0.398
N 5.066 2.872 6.130 -0.150 -0.100 0.172
C 4.184 1.939 5.682 0.035 -0.011 -0.107
C 3.327 1.241 6.711 -0.020 -0.007 -0.047
O 4.101 1.687 4.491 -0.081 0.004 -0.025
H 5.110 4.372 7.583 -0.018 -0.015 0.149
H 6.347 3.115 7.762 -0.036 0.002 0.146
H 4.665 2.770 8.192 -0.030 -0.033 -0.018
H 5.606 3.298 5.395 0.032 0.016 -0.008
H 2.681 0.532 6.202 0.028 0.009 -0.083
H 3.948 0.698 7.423 -0.051 0.054 0.091
H 2.705 1.960 7.244 0.046 -0.036 0.108
C -1.341 1.683 -5.096 -0.318 -0.112 0.342
N -2.450 0.763 -4.888 0.096 -0.066 -0.326
C -2.798 -0.324 -5.618 -0.117 0.010 0.163
C -1.948 -0.659 -6.821 -0.033 -0.042 -0.007
O -3.762 -1.003 -5.296 -0.039 -0.050 -0.142
H -0.706 1.673 -4.212 0.062 0.102 -0.222
H -1.738 2.692 -5.234 0.155 0.043 -0.087
H -0.757 1.408 -5.968 -0.072 -0.054 -0.048
H -3.057 0.927 -4.101 0.038 0.005 0.069
H -2.349 -1.550 -7.293 -0.069 -0.017 0.057
H -1.966 0.159 -7.542 0.121 0.014 0.006
H -0.918 -0.856 -6.519 0.039 0.086 -0.066
C 3.164 4.360 -2.122 0.067 -0.423 -0.138
N 2.194 3.310 -2.380 -0.102 0.205 0.058
C 0.845 3.359 -2.243 0.017 -0.121 -0.008
C 0.238 4.656 -1.764 -0.046 -0.036 -0.007
O 0.161 2.381 -2.504 0.049 0.115 0.246
H 3.719 4.577 -3.035 0.035 0.132 0.052
H 3.868 4.027 -1.357 0.033 0.137 0.031
H 2.678 5.267 -1.781 -0.050 0.000 0.003
H 2.532 2.417 -2.702 0.032 -0.021 0.004
H -0.839 4.536 -1.707 -0.008 -0.084 -0.024
H 0.614 4.911 -0.773 0.039 0.105 -0.036
H 0.464 5.465 -2.460 0.051 0.064 0.086
```
Forces are in eV/Å.

Results
* electronic energy: -4878.252538 hartree
* orbital gap: 9.126 eV
* max |F|: 0.04062 Eh/bohr

Mulliken atomic charge list, values in e, 8 entries: C -0.99; C -0.14; O -0.48; C 1.17; P -0.06; O 0.02; Br -0.27; O -0.37

No. 4
C60H70F4N12O8S4 | ωB97M-V with the def2-TZVPD basis set

Geometry as XYZ:
```
158
Properties=species:S:1:pos:R:3:forces:R:3
C -19.558 12.598 3.907 0.873 0.293 0.730
N -20.438 11.469 4.126 -1.306 -0.744 -0.570
C -20.957 11.216 5.334 -0.815 -0.331 -0.123
C -21.895 10.214 5.474 0.834 -0.134 1.007
C -22.274 9.395 4.420 0.032 0.234 0.377
C -21.714 9.660 3.217 0.506 -0.262 -1.658
C -20.853 10.725 3.103 0.513 -0.189 -0.689
C -23.133 8.225 4.570 0.052 -1.791 0.868
C -24.173 7.876 3.716 0.172 -1.044 0.454
C -24.795 6.641 3.899 1.220 0.683 0.399
N -24.398 5.738 4.825 -1.049 1.766 -0.264
C -23.436 6.082 5.678 1.426 -0.013 0.684
C -22.761 7.284 5.563 -0.780 0.989 -0.508
C -25.128 4.458 4.915 2.407 -0.274 -0.541
H -19.647 13.183 4.822 0.288 0.390 -0.341
H -19.875 13.163 3.039 0.050 0.019 -0.019
H -18.531 12.221 3.823 -0.210 0.274 -0.165
H -20.681 11.886 6.125 0.227 -0.052 0.330
H -22.196 9.973 6.477 -0.413 0.202 0.242
H -21.861 9.034 2.318 -0.142 0.529 0.651
H -20.510 10.980 2.121 0.523 0.221 -0.162
H -24.458 8.499 2.895 -0.383 0.404 -0.164
H -25.605 6.351 3.301 -0.968 -0.346 -0.758
H -23.121 5.361 6.429 -0.249 -0.001 -0.159
H -21.966 7.599 6.226 0.006 -0.651 0.171
H -24.503 3.808 4.278 -0.819 -0.259 0.132
H -26.119 4.592 4.561 -0.734 -0.031 -0.172
H -25.037 4.099 5.921 -0.337 -0.174 0.482
C -33.639 10.546 6.539 -0.424 -0.048 0.667
N -34.397 9.526 7.343 -0.095 0.626 0.310
C -33.733 8.480 7.881 0.203 -0.226 -0.240
C -34.407 7.526 8.604 0.135 -0.055 0.303
C -35.771 7.677 8.890 0.887 -1.102 0.196
C -36.380 8.803 8.410 -1.694 0.215 -0.128
C -35.712 9.711 7.617 0.650 0.477 0.291
C -36.496 6.627 9.691 0.442 1.318 -0.910
C -37.823 6.360 9.430 -0.748 1.055 -1.416
C -38.516 5.488 10.182 0.479 -1.189 1.833
N -37.869 4.817 11.198 -1.221 -0.020 -1.562
C -36.600 5.036 11.430 1.218 -0.041 0.456
C -35.877 5.973 10.707 0.751 -0.080 0.871
C -38.619 3.839 12.023 0.629 0.126 0.816
H -34.351 11.121 5.966 -0.180 0.074 -0.153
H -32.993 10.008 5.869 0.348 -0.009 -0.146
H -33.104 11.232 7.211 -0.075 -0.408 -0.190
H -32.646 8.396 7.724 -0.745 0.252 -0.216
H -33.844 6.675 8.967 -0.070 0.042 -0.015
H -37.446 8.933 8.636 0.527 0.413 -0.202
H -36.164 10.661 7.314 0.152 -0.532 -0.239
H -38.339 6.884 8.623 0.055 -0.272 0.275
H -39.557 5.285 10.103 -0.640 -0.111 -0.273
H -36.154 4.435 12.209 0.077 0.115 0.160
H -34.865 6.267 10.996 -0.312 -0.523 0.047
H -39.478 3.467 11.480 -0.194 0.142 0.134
H -38.827 4.392 12.939 -0.705 -0.249 -0.012
H -37.969 3.010 12.328 -0.072 0.186 -0.411
C -34.618 -3.406 5.475 -0.480 -0.755 -0.111
N -34.160 -2.004 5.188 1.759 -0.929 1.149
C -32.864 -1.680 5.497 -0.474 1.478 -1.436
C -32.326 -0.452 5.047 -0.426 -1.109 0.446
C -33.172 0.434 4.345 1.503 0.463 0.925
C -34.474 0.062 4.107 -0.136 0.664 -0.372
C -34.931 -1.147 4.544 -1.130 -0.752 -1.357
C -32.680 1.803 3.944 -0.981 -0.870 -1.136
C -33.104 2.322 2.710 0.312 0.926 0.785
C -32.720 3.645 2.376 0.246 -1.303 0.216
N -31.883 4.360 3.180 0.073 -1.213 1.024
C -31.461 3.812 4.369 -0.108 0.377 -0.971
C -31.861 2.556 4.757 0.634 0.386 0.566
C -31.279 5.660 2.799 0.200 -0.287 -0.551
H -35.643 -3.413 5.855 0.040 0.323 -0.328
H -34.039 -3.913 6.258 0.272 0.594 -0.371
H -34.561 -4.005 4.541 -0.013 0.494 0.519
H -32.259 -2.423 5.974 0.039 -0.291 0.282
H -31.245 -0.291 5.221 -0.905 0.095 -0.126
H -35.148 0.679 3.520 0.019 -0.044 0.230
H -35.886 -1.504 4.144 0.143 -0.021 0.741
H -33.750 1.663 2.109 0.440 0.940 -0.201
H -33.017 4.045 1.419 0.058 0.426 0.013
H -30.754 4.430 4.923 -0.321 -0.242 -0.016
H -31.502 2.159 5.699 -0.042 0.103 -0.041
H -31.993 6.166 2.161 0.190 0.276 -0.082
H -30.316 5.482 2.316 -0.341 -0.227 -0.502
H -30.968 6.255 3.649 -0.674 0.025 0.486
C -29.776 9.528 -0.191 -0.272 -0.498 0.752
N -28.505 10.182 -0.435 0.841 0.029 -0.594
C -27.352 9.529 -0.162 0.482 1.731 -0.745
C -26.140 10.059 -0.591 -0.298 -0.964 0.102
C -26.122 11.222 -1.327 -0.555 0.607 -1.473
C -27.338 11.909 -1.576 0.906 -1.089 0.847
C -28.493 11.366 -1.099 -0.137 -0.073 -0.110
C -24.872 11.714 -1.973 -0.071 0.821 0.145
C -23.901 12.196 -1.098 -1.283 -0.981 -0.390
C -22.769 12.731 -1.597 1.908 1.731 -1.138
N -22.621 12.930 -2.960 0.187 -0.328 1.214
C -23.584 12.493 -3.784 2.135 1.045 -1.039
C -24.695 11.907 -3.348 -2.580 -0.896 1.540
C -21.374 13.533 -3.572 -0.697 -0.162 -0.202
H -30.281 9.224 -1.102 0.439 -0.294 -0.286
H -30.447 10.217 0.284 -0.156 0.289 0.551
H -29.520 8.697 0.476 -0.656 0.084 -0.244
H -27.306 8.605 0.364 -0.773 -0.541 0.303
H -25.270 9.408 -0.461 -0.127 0.633 0.062
H -27.409 12.823 -2.118 0.218 0.516 -0.376
H -29.425 11.873 -1.331 -0.157 -0.448 0.331
H -24.172 12.167 -0.064 0.648 -0.027 0.574
H -21.981 13.113 -0.919 -0.453 -0.162 -0.815
H -23.412 12.623 -4.842 0.077 0.253 -0.097
H -25.497 11.742 -4.049 0.009 -0.489 -0.153
H -21.586 14.284 -4.350 -0.448 -0.107 0.686
H -20.904 12.725 -4.108 0.576 -0.316 0.161
H -20.780 13.952 -2.776 0.267 0.016 0.040
C -29.563 8.241 12.183 -0.125 -1.812 0.205
N -28.897 9.207 11.297 -1.133 0.674 0.668
C -28.221 8.785 10.221 0.563 -0.410 -0.063
C -27.699 9.656 9.308 0.189 0.203 0.016
C -27.916 11.019 9.490 -0.101 -0.001 -0.336
C -28.668 11.442 10.569 0.169 -0.509 0.329
C -29.113 10.521 11.504 0.302 0.646 -0.841
C -27.373 12.003 8.522 0.881 -0.555 -0.548
C -28.055 12.304 7.363 -0.573 0.497 0.434
C -27.521 13.258 6.535 -0.108 0.458 -1.506
N -26.321 13.809 6.732 0.649 0.154 0.148
C -25.568 13.371 7.761 0.298 0.604 -0.017
C -26.060 12.493 8.674 -1.547 -0.344 0.323
C -25.812 14.996 5.965 -0.698 0.725 0.612
H -30.613 7.998 11.921 0.531 0.818 -0.204
H -29.529 8.477 13.246 0.240 0.470 -0.220
H -29.044 7.291 12.042 0.099 0.102 0.242
H -28.000 7.732 10.122 -0.369 -0.106 0.233
H -27.110 9.252 8.494 -0.090 0.168 -0.113
H -28.870 12.484 10.683 -0.124 0.467 0.356
H -29.626 10.888 12.380 -0.197 -0.518 0.229
H -29.068 11.975 7.135 0.348 -0.228 0.051
H -28.067 13.547 5.639 0.208 0.221 0.195
H -24.591 13.816 7.859 0.099 0.086 0.032
H -25.558 12.253 9.582 0.777 -0.097 0.279
H -24.746 15.078 5.923 0.722 -0.781 0.132
H -26.103 15.918 6.495 -0.379 -0.464 -0.135
H -26.178 15.004 4.962 -0.450 -0.209 -0.505
N -24.889 12.958 3.489 2.977 2.811 -1.652
S -25.410 11.554 3.615 -2.841 -2.285 -1.649
O -25.202 10.654 2.473 0.343 0.619 1.616
O -26.797 11.572 4.078 2.240 -0.021 0.336
F -24.447 11.022 4.791 -0.729 -0.689 0.082
S -23.466 13.287 2.614 -2.626 1.048 3.077
O -23.737 14.391 1.766 0.699 -0.361 0.212
O -22.835 12.100 2.113 0.516 0.896 0.524
F -22.584 13.971 3.967 -1.155 -1.769 -2.629
N -29.761 9.030 4.504 -4.470 2.189 -1.333
S -28.544 8.326 4.865 3.523 -1.822 0.336
O -27.548 8.966 5.673 -0.311 0.109 0.125
O -27.983 7.558 3.742 -1.081 -0.132 1.779
F -29.274 7.347 6.022 0.842 -0.280 -1.268
S -30.427 10.362 3.992 -0.476 -2.676 0.935
O -29.962 10.735 2.748 0.571 0.476 -3.179
O -30.456 11.312 5.005 -0.794 1.664 2.213
F -32.028 9.901 3.751 2.360 0.172 0.569
```
Forces are in eV/Å.

Results
* electronic energy: -5576.221067 hartree
* net charge: +8
* orbital gap: 7.860 eV
* max |F|: 0.10019 Eh/bohr
* energy relative to the best compared isomer or geometry (same formula, charge and spin): 0.0 kJ/mol

Mulliken atomic charge list, values in e, 8 entries: C -0.79; N 0.14; C -0.46; C -0.60; C 0.85; C -0.10; C -0.87; C 0.27

- Number 1 is which compound?
  C26H32N7PtS